(1)
ORCA calculation (ωB97M-V with the def2-TZVPD basis set) on a molecular structure, C28H35Cl8F3O2.

ORCA input file:
```
! RIJCOSX wB97M-V def2-TZVPD def2/J DEFGRID3
* xyz 0 1
F -4.24 1.58 -5.52
C -3.57 1.62 -4.35
C -2.16 1.29 -4.28
C -1.58 1.33 -2.98
C -2.33 1.84 -1.84
C -3.68 2.09 -1.94
C -4.31 1.91 -3.21
H -1.56 0.94 -5.10
H -0.53 1.12 -2.83
H -1.87 1.84 -0.87
H -4.30 2.39 -1.11
H -5.33 2.13 -3.47
F 4.91 -2.48 -0.78
C 4.23 -1.45 -0.18
C 4.89 -0.62 0.76
C 4.25 0.40 1.42
C 2.86 0.62 1.13
C 2.19 -0.19 0.24
C 2.88 -1.25 -0.39
H 5.94 -0.84 0.88
H 4.83 1.08 2.03
H 2.34 1.45 1.60
H 1.15 -0.02 0.00
H 2.34 -1.94 -1.03
F 0.52 -2.19 2.17
C 1.05 -1.07 2.57
C 0.37 0.12 2.55
C 1.00 1.32 2.97
C 2.30 1.25 3.51
C 2.96 0.01 3.62
C 2.38 -1.16 3.11
H -0.61 0.17 2.09
H 0.44 2.23 2.80
H 2.88 2.12 3.80
H 3.89 0.01 4.19
H 2.79 -2.16 3.14
C 0.37 2.83 -0.22
Cl 1.49 1.90 0.81
Cl 1.00 2.99 -1.86
H -0.64 2.42 -0.25
H 0.25 3.79 0.28
C -2.13 1.31 2.39
Cl -1.45 2.05 0.98
Cl -3.61 2.24 2.87
H -2.32 0.25 2.29
H -1.40 1.36 3.19
C -4.39 0.59 0.34
Cl -2.81 0.06 -0.23
Cl -5.62 -0.56 -0.10
H -4.24 0.70 1.41
H -4.53 1.58 -0.09
C 1.94 0.67 -2.49
Cl 2.94 1.17 -3.93
Cl 2.00 -1.10 -2.33
H 2.35 1.04 -1.55
H 0.91 1.00 -2.68
C -0.52 -4.89 0.61
C -0.53 -3.49 0.10
O -1.55 -2.87 -0.28
C 0.79 -2.76 0.14
H 0.26 -5.07 1.35
H -0.44 -5.55 -0.25
H -1.41 -5.10 1.21
H 1.06 -2.59 1.19
H 0.72 -1.80 -0.38
H 1.59 -3.36 -0.30
C -0.52 -0.07 0.58
C -0.48 0.04 -0.96
O -0.08 1.04 -1.48
C -1.08 -1.09 -1.83
H 0.03 -0.95 0.91
H -1.56 -0.21 0.91
H -0.12 0.84 1.02
H -1.90 -1.61 -1.32
H -0.30 -1.82 -2.05
H -1.43 -0.53 -2.69
*
```

The total energy is -141994.101 eV. Its LUMO energy is 0.01 eV. As for the energy above the lowest of the compared OMol25 structures with the same formula, charge and spin: 845.6 kcal/mol.

Löwdin population analysis, charges in e, atoms 1 to 6:
1. F 0.0461
2. C -0.2560
3. C 0.0498
4. C -0.0958
5. C -0.1765
6. C -0.1086


(2)
ORCA calculation (ωB97M-V with the def2-TZVPD basis set) on a single C3H8F2NPS molecule.

ORCA input file:
```
! RIJCOSX wB97M-V def2-TZVPD def2/J DEFGRID3
* xyz 0 1
C -0.86 0.16 -1.10
C 0.47 -0.75 0.77
C 0.48 0.41 -0.24
N 0.40 1.72 0.40
F 2.43 2.81 -0.83
F 3.05 1.33 1.02
P 2.01 2.52 0.71
S 2.12 4.04 1.87
H -1.44 1.17 -1.07
H -0.60 -0.23 -2.09
H -1.52 -0.59 -0.58
H -0.45 -1.10 1.01
H 0.94 -0.50 1.62
H 0.99 -1.50 0.33
H 1.31 0.32 -0.81
H -0.05 1.83 1.28
*
```

Its SMILES is CC(C)NP(F)(F)=S. The total energy is -30291.753 eV. Its LUMO energy is 0.69 eV. As for the energy above the lowest of the compared OMol25 structures with the same formula, charge and spin: 13.6 kcal/mol.

natural (NBO) population analysis, charges in e, atoms 1 to 6:
1. C -0.6167
2. C -0.6020
3. C -0.0513
4. N -0.8930
5. F -0.5574
6. F -0.5561


(3)
ORCA calculation (ωB97M-V with the def2-TZVPD basis set) on 2 unconnected molecules or ions with the total composition C5H13N.

ORCA input file:
```
! RIJCOSX wB97M-V def2-TZVPD def2/J DEFGRID3
* xyz -1 2
C 0.22 -0.90 -1.03
C -0.78 -0.11 -0.18
N -2.18 -0.48 -0.06
C 2.85 -0.23 -0.31
C 2.44 0.88 0.66
C -2.99 0.41 0.62
H 1.39 -0.56 -0.66
H 0.22 -0.76 -2.11
H 0.18 -2.00 -0.70
H -0.48 0.01 0.86
H -0.64 0.87 -0.68
H 3.29 -0.97 0.33
H 3.57 0.27 -0.80
H 1.55 0.75 1.48
H 3.32 1.35 1.35
H 2.10 1.74 0.17
H -3.19 0.15 1.73
H -2.59 1.47 0.81
H -3.88 0.70 0.05
*
```

The total energy is -6879.715 eV. As for the expectation value of S²: 0.7637. Its LUMO energy (alpha / beta) is 4.11 / 3.04 eV. As for the energy above the lowest of the compared OMol25 structures with the same formula, charge and spin: 110.8 kcal/mol.

natural (NBO) population analysis, charges in e, atoms 1 to 6:
1. C -0.5503
2. C -0.2584
3. N -0.7123
4. C -0.5621
5. C -0.6175
6. C -0.4055


(4)
ORCA calculation (ωB97M-V with the def2-TZVPD basis set) on a single C4H5N3O molecule.

ORCA input file:
```
! RIJCOSX wB97M-V def2-TZVPD def2/J DEFGRID3
* xyz 0 1
C -1.82 0.27 -0.38
C 0.40 -1.36 -0.47
C -0.66 0.77 0.45
C 0.57 0.01 0.01
N -1.74 -0.86 -0.96
N -0.74 -1.76 -0.85
N 1.83 0.42 0.29
O 3.00 -0.11 0.26
H -2.66 0.97 -0.40
H 1.17 -2.04 -0.48
H -0.40 1.84 0.36
H -0.73 0.50 1.60
H 1.79 1.35 0.56
*
```

Its SMILES is [O-]/[NH+]=C1\C=NN=CC1. The total energy is -10741.990 eV. Its LUMO energy (alpha / beta) is -0.89 / -0.89 eV. As for the energy above the lowest of the compared OMol25 structures with the same formula, charge and spin: 129.7 kcal/mol.

natural (NBO) population analysis, charges in e, atoms 1 to 6:
1. C 0.1019
2. C 0.0538
3. C -0.5284
4. C 0.0862
5. N -0.2507
6. N -0.2271


(5)
ORCA calculation (ωB97M-V with the def2-TZVPD basis set) on a molecular structure, C36H34N4O6RbSSb.

ORCA input file:
```
! RIJCOSX wB97M-V def2-TZVPD def2/J DEFGRID3
* xyz -2 1
Rb 0.49 -0.11 0.13
C 1.82 -4.70 -1.84
C 0.98 -3.50 -1.52
N 1.38 -2.28 -1.60
N 2.70 -2.07 -1.93
C 2.92 -0.81 -2.32
O 2.11 0.07 -2.66
C 4.40 -0.48 -2.38
C 4.78 0.86 -2.33
C 6.12 1.21 -2.36
C 7.09 0.23 -2.45
C 6.72 -1.10 -2.51
C 5.38 -1.46 -2.47
C -0.42 -3.71 -1.05
C -0.97 -4.99 -1.03
C -2.27 -5.18 -0.58
C -2.99 -4.08 -0.15
C -2.37 -2.84 -0.20
N -1.14 -2.65 -0.63
H 2.84 -4.38 -2.05
H 1.43 -5.22 -2.72
H 1.84 -5.42 -1.02
H 4.00 1.61 -2.27
H 6.40 2.26 -2.29
H 8.14 0.51 -2.47
H 7.48 -1.87 -2.59
H 5.07 -2.49 -2.48
H -0.38 -5.83 -1.36
H -2.69 -6.18 -0.55
H -4.00 -4.17 0.23
H -2.89 -1.95 0.14
O 2.34 -1.63 7.57
C 2.01 -2.53 6.77
O 1.98 -3.77 6.95
C 1.61 -2.06 5.35
C 1.32 -2.98 4.35
C 0.96 -2.53 3.10
N 0.85 -1.24 2.77
C 1.13 -0.34 3.73
C 1.51 -0.72 5.01
C 0.99 1.15 3.36
O 1.01 1.97 4.29
O 0.85 1.40 2.13
H 1.39 -4.04 4.58
H 0.73 -3.24 2.30
H 1.71 0.04 5.76
O -1.69 1.23 0.43
S -1.20 2.62 0.76
C -1.74 2.96 2.41
C -1.02 3.85 3.19
C -1.46 4.12 4.48
C -2.57 3.47 4.98
C -3.25 2.54 4.20
C -2.84 2.28 2.91
C -2.34 3.67 -0.14
C -2.08 5.03 -0.20
C -2.94 5.85 -0.93
C -4.03 5.30 -1.60
C -4.26 3.94 -1.53
C -3.41 3.11 -0.80
H -0.10 4.27 2.81
H -0.88 4.78 5.11
H -2.88 3.65 6.00
H -4.10 2.00 4.62
H -3.33 1.54 2.29
H -1.22 5.45 0.31
H -2.74 6.91 -0.98
H -4.68 5.94 -2.17
H -5.10 3.50 -2.06
H -3.56 2.04 -0.75
C -1.12 1.62 -4.84
Sb -0.95 0.45 -3.04
C -0.54 -1.37 -4.09
C -3.08 0.07 -2.97
H -1.76 1.10 -5.55
H -0.13 1.76 -5.28
H -1.54 2.59 -4.61
H -1.17 -1.39 -4.98
H -0.76 -2.22 -3.45
H 0.51 -1.40 -4.35
H -3.40 -0.47 -3.87
H -3.62 1.01 -2.91
H -3.34 -0.53 -2.10
*
```

The total energy is -74159.469 eV. Its LUMO energy is 3.51 eV. As for the energy above the lowest of the compared OMol25 structures with the same formula, charge and spin: 28.9 kcal/mol.

Löwdin population analysis, charges in e, atoms 1 to 6:
1. Rb 0.8641
2. C -0.0488
3. C -0.3090
4. N -0.0165
5. N 0.0368
6. C -0.5244


(6)
ORCA calculation (ωB97M-V with the def2-TZVPD basis set) on a molecular structure, C26H27ClOPTm.

ORCA input file:
```
! RIJCOSX wB97M-V def2-TZVPD def2/J DEFGRID3
* xyz 0 3
C 0.22 3.54 1.48
C -0.93 2.89 0.93
C -1.56 2.14 1.99
H -1.32 3.02 -0.08
C -0.80 2.34 3.18
C 0.31 3.19 2.87
H 1.03 3.60 3.58
H 0.87 4.25 0.97
H -2.50 1.58 1.90
H -1.03 1.93 4.17
Tm 0.70 1.08 1.56
Cl 1.26 -0.55 3.32
P -0.67 -0.72 -0.27
C -2.20 -1.35 0.46
C -3.38 -1.56 -0.26
H -3.41 -1.34 -1.33
C -4.51 -2.05 0.39
H -5.43 -2.19 -0.18
C -4.47 -2.34 1.76
H -5.35 -2.73 2.26
C -3.28 -2.14 2.48
H -3.24 -2.35 3.55
C -2.15 -1.65 1.84
H -1.22 -1.50 2.41
C -1.11 -0.02 -1.87
C -2.12 0.97 -1.93
H -2.70 1.21 -1.04
C -2.37 1.64 -3.12
H -3.14 2.41 -3.15
C -1.62 1.34 -4.27
H -1.81 1.89 -5.20
C -0.64 0.36 -4.22
H -0.05 0.12 -5.11
C -0.38 -0.33 -3.03
H 0.39 -1.10 -2.99
C 0.34 -2.19 -0.62
C -0.23 -3.44 -0.88
H -1.32 -3.56 -0.88
C 0.60 -4.54 -1.14
H 0.15 -5.51 -1.35
C 1.99 -4.39 -1.13
H 2.62 -5.25 -1.33
C 2.56 -3.14 -0.87
H 3.64 -3.01 -0.86
C 1.74 -2.04 -0.63
H 2.19 -1.05 -0.42
C 4.16 1.74 1.90
C 3.50 2.30 0.64
C 4.38 2.21 -0.59
O 2.29 1.61 0.41
H 4.32 0.66 1.79
H 3.51 1.90 2.78
H 5.12 2.23 2.08
H 3.27 3.36 0.83
H 4.56 1.16 -0.84
H 3.88 2.67 -1.45
H 5.34 2.69 -0.43
*
```

The total energy is -80792.546 eV. As for the expectation value of S²: 2.0025. Its LUMO energy (alpha / beta) is 0.43 / 0.43 eV. As for the energy above the lowest of the compared OMol25 structures with the same formula, charge and spin: 0.0 kcal/mol.

natural (NBO) population analysis, charges in e, atoms 1 to 6:
1. C -0.3284
2. C -0.3874
3. C -0.3806
4. H 0.2448
5. C -0.3385
6. C -0.3815


(7)
ORCA calculation (ωB97M-V with the def2-TZVPD basis set) on a molecular structure, C6H21CaN7O8.

ORCA input file:
```
! RIJCOSX wB97M-V def2-TZVPD def2/J DEFGRID3
* xyz 0 1
Ca -8.06 -1.00 1.76
C -12.67 -3.46 4.97
C -11.19 -2.93 5.01
O -10.47 -3.35 3.93
H -13.36 -3.03 4.25
H -13.13 -3.32 5.95
H -12.68 -4.52 4.70
H -10.71 -3.26 5.93
H -11.25 -1.85 4.91
N -6.47 0.62 5.44
O -5.80 -0.27 5.01
O -6.45 0.97 6.60
O -7.24 1.06 4.60
C -4.97 2.58 0.22
O -5.98 1.63 -0.18
H -3.94 2.39 -0.10
H -5.17 3.61 -0.04
H -4.90 2.56 1.31
H -6.20 1.97 -1.04
C -4.73 -4.58 0.26
O -5.25 -3.61 0.85
N -3.95 -4.49 -0.79
N -4.97 -5.80 0.57
H -3.52 -5.34 -1.12
H -3.88 -3.63 -1.32
H -5.54 -5.86 1.40
H -4.42 -6.61 0.33
C -12.44 1.47 0.94
O -11.43 0.81 0.96
N -12.93 1.90 -0.16
N -13.14 1.88 1.98
H -12.37 1.70 -0.97
H -13.83 2.38 -0.16
H -12.79 1.78 2.92
H -14.11 2.12 1.82
C -9.13 -2.94 -3.23
O -8.89 -2.31 -2.22
N -9.94 -4.00 -3.25
N -8.65 -2.59 -4.39
H -10.25 -4.22 -2.32
H -10.14 -4.57 -4.06
H -8.86 -3.21 -5.16
H -7.97 -1.86 -4.50
*
```

The total energy is -51804.711 eV. Its LUMO energy is -1.93 eV.

natural (NBO) population analysis, charges in e, atoms 1 to 6:
1. Ca 1.7247
2. C -0.6351
3. C -0.0623
4. O -0.8801
5. H 0.1837
6. H 0.1849


(8)
ORCA calculation (ωB97M-V with the def2-TZVPD basis set) on a single C22H31N3O5S molecule.

ORCA input file:
```
! RIJCOSX wB97M-V def2-TZVPD def2/J DEFGRID3
* xyz 0 1
C 3.48 3.57 -0.42
H 4.40 4.11 -0.23
H 3.65 2.86 -1.22
H 2.72 4.27 -0.74
C 3.03 2.85 0.86
N 1.79 2.13 0.65
C 0.64 2.71 1.02
C -0.61 2.20 0.83
C -0.77 0.92 0.18
O -1.84 0.38 -0.10
C 0.51 0.26 -0.15
C 0.47 -1.02 -0.70
C 1.62 -1.66 -1.08
C 2.85 -1.04 -0.90
C 2.93 0.21 -0.34
C 1.76 0.89 0.06
H 3.90 0.66 -0.20
H 3.74 -1.58 -1.19
S 1.56 -3.30 -1.82
O 2.89 -3.83 -1.79
O 0.50 -4.03 -1.21
N 1.16 -3.11 -3.43
C 2.08 -2.31 -4.21
H 2.13 -2.74 -5.22
H 3.07 -2.36 -3.76
C 1.48 -0.90 -4.25
H 1.89 -0.29 -3.45
H 1.68 -0.41 -5.20
C -0.03 -1.12 -4.03
H -0.40 -0.51 -3.21
H -0.61 -0.87 -4.92
C -0.17 -2.63 -3.72
H -0.54 -3.17 -4.59
H -0.81 -2.85 -2.87
H -0.49 -1.50 -0.81
C -1.74 2.99 1.41
O -1.53 4.03 2.01
N -2.96 2.48 1.19
C -4.11 2.89 1.95
C -4.49 1.84 2.99
C -3.35 1.55 3.96
O -2.24 0.88 3.40
C -2.17 -0.53 3.56
C -3.05 -1.30 2.57
H -2.84 -0.95 1.56
H -4.10 -1.16 2.79
H -2.82 -2.36 2.63
C -0.70 -0.91 3.38
H -0.55 -1.96 3.62
H -0.08 -0.30 4.03
H -0.41 -0.74 2.35
H -2.48 -0.78 4.59
H -2.96 2.50 4.33
H -3.73 0.97 4.82
H -5.35 2.19 3.56
H -4.78 0.92 2.47
H -3.84 3.83 2.44
H -4.95 3.07 1.27
H -2.99 1.56 0.75
H 0.71 3.67 1.51
H 3.80 2.16 1.21
H 2.86 3.59 1.64
*
```

Its SMILES is CCn1cc(C(=O)NCCCOC(C)C)c(=O)c2cc(S(=O)(=O)N3CCCC3)ccc21. The total energy is -48860.995 eV. Its LUMO energy is -0.18 eV. As for the energy above the lowest of the compared OMol25 structures with the same formula, charge and spin: 22.3 kcal/mol.

natural (NBO) population analysis, charges in e, atoms 1 to 6:
1. C -0.6190
2. H 0.2220
3. H 0.2130
4. H 0.2185
5. C -0.2050
6. N -0.3761


(9)
ORCA calculation (ωB97M-V with the def2-TZVPD basis set) on a molecular structure, C28H40BiBrN3O9P2S.

ORCA input file:
```
! RIJCOSX wB97M-V def2-TZVPD def2/J DEFGRID3
* xyz 1 1
Bi 0.93 0.31 -0.15
C -2.18 1.22 2.41
C -1.47 0.23 3.31
C -2.36 -0.36 4.37
O -0.99 -0.89 2.45
P 0.42 -1.52 2.59
O 1.53 -0.77 1.89
C 0.22 -3.13 1.82
P -0.24 -3.05 0.07
O 0.36 -1.84 -0.61
O 0.16 -4.39 -0.60
C 1.44 -4.75 -1.25
C 1.50 -4.13 -2.63
C 2.62 -4.39 -0.37
O -1.79 -3.07 0.16
C -2.77 -2.80 -0.92
C -2.38 -3.48 -2.21
C -2.95 -1.31 -1.05
O 0.66 -1.69 4.11
C 2.01 -1.83 4.73
C 1.97 -3.07 5.58
C 2.28 -0.56 5.49
H -2.58 2.03 3.01
H -3.01 0.74 1.89
H -1.51 1.65 1.66
H -0.59 0.69 3.76
H -3.21 -0.87 3.91
H -2.74 0.44 5.01
H -1.81 -1.07 4.99
H -0.57 -3.67 2.35
H 1.16 -3.67 1.91
H 1.36 -5.83 -1.32
H 1.58 -3.05 -2.57
H 0.61 -4.39 -3.20
H 2.37 -4.52 -3.16
H 2.67 -3.31 -0.20
H 3.54 -4.68 -0.88
H 2.59 -4.91 0.58
H -3.68 -3.25 -0.52
H -1.47 -3.05 -2.62
H -3.18 -3.34 -2.94
H -2.23 -4.55 -2.07
H -2.06 -0.86 -1.50
H -3.12 -0.85 -0.08
H -3.80 -1.09 -1.70
H 2.73 -1.94 3.92
H 1.24 -2.96 6.39
H 2.95 -3.24 6.03
H 1.71 -3.96 5.00
H 1.53 -0.42 6.27
H 2.27 0.30 4.83
H 3.26 -0.62 5.96
Br 7.23 -0.52 -2.56
C 5.50 -0.28 -1.90
C 4.61 0.53 -2.60
C 3.33 0.71 -2.11
C 2.94 0.08 -0.92
C 3.84 -0.73 -0.23
C 5.12 -0.91 -0.72
H 4.92 1.01 -3.52
H 2.64 1.32 -2.67
H 3.56 -1.20 0.70
H 5.83 -1.53 -0.19
O -5.65 4.41 -2.73
S -5.68 5.87 -2.70
O -6.39 6.49 -3.79
O -5.87 6.44 -1.39
C -3.95 6.29 -3.01
N -3.59 7.51 -3.45
C -2.30 7.75 -3.60
C -1.31 6.80 -3.33
C -1.78 5.59 -2.88
N -3.07 5.34 -2.71
C -0.95 4.42 -2.49
C 0.41 4.47 -2.18
C 1.04 3.34 -1.71
N 0.39 2.18 -1.54
C -0.91 2.12 -1.88
C -1.61 3.19 -2.35
H -2.03 8.74 -3.94
H -0.27 7.01 -3.50
H 0.96 5.40 -2.25
H 2.09 3.37 -1.42
H -1.41 1.17 -1.73
H -2.67 3.14 -2.57
*
```

The total energy is -157875.471 eV. Its LUMO energy is -5.14 eV. As for the energy above the lowest of the compared OMol25 structures with the same formula, charge and spin: 28.8 kcal/mol.

Löwdin population analysis, charges in e, atoms 1 to 6:
1. Bi 1.9664
2. C -0.0303
3. C -0.4010
4. C -0.0261
5. O -0.2039
6. P 0.4285


(10)
ORCA calculation (ωB97M-V with the def2-TZVPD basis set) on 2 unconnected molecules or ions with the total composition C5H13NO.

ORCA input file:
```
! RIJCOSX wB97M-V def2-TZVPD def2/J DEFGRID3
* xyz 0 1
C -0.73 0.23 -0.52
C -0.24 -1.16 -0.91
C 0.71 -1.81 0.08
C 2.71 -0.34 -0.43
C 1.97 -1.03 0.42
N -1.62 0.26 0.63
H -1.18 0.70 -1.40
H 0.08 0.91 -0.27
H -1.10 -1.83 -0.98
H 0.21 -1.14 -1.90
H 1.16 -2.72 -0.34
H 0.24 -2.07 1.02
H 3.55 0.24 -0.11
H 2.51 -0.32 -1.49
H 2.37 -1.10 1.43
H -2.49 -0.22 0.44
H -1.12 -0.20 1.38
H -2.59 3.49 0.78
H -1.89 2.15 0.68
O -1.73 3.11 0.59
*
```

Its SMILES is C=CCCCN.O. The total energy is -8932.706 eV. Its LUMO energy is 0.93 eV. As for the energy above the lowest of the compared OMol25 structures with the same formula, charge and spin: 30.1 kcal/mol.

natural (NBO) population analysis, charges in e, atoms 1 to 6:
1. C -0.2354
2. C -0.4121
3. C -0.4549
4. C -0.4077
5. C -0.1727
6. N -0.8475


(11)
ORCA calculation (ωB97M-V with the def2-TZVPD basis set) on a gas-phase ion, C4H10NO (charge +1).

ORCA input file:
```
! RIJCOSX wB97M-V def2-TZVPD def2/J DEFGRID3
* xyz 1 1
O -1.03 -0.80 2.40
C -1.42 -0.41 1.38
C -0.27 -0.66 0.32
C 0.74 0.56 0.56
C 1.45 0.94 -0.69
N -0.98 -0.84 -1.00
H -2.33 0.13 0.89
H 0.33 -1.53 0.59
H 1.46 0.45 1.29
H 0.20 1.48 1.07
H 1.90 0.09 -1.20
H 0.91 1.62 -1.32
H 2.34 1.69 -0.67
H -1.27 0.03 -1.31
H -1.74 -1.46 -0.70
H -0.28 -1.29 -1.60
*
```

Its SMILES is CC[C@H]([NH3+])C=O. The total energy is -7838.431 eV. Its LUMO energy is -3.98 eV. As for the energy above the lowest of the compared OMol25 structures with the same formula, charge and spin: 66.6 kcal/mol.

natural (NBO) population analysis, charges in e, atoms 1 to 6:
1. O -0.4215
2. C 0.4214
3. C -0.1738
4. C -0.4213
5. C -0.6779
6. N -0.6751